# 1
The following is a quantum chemistry calculation of a 11-piece molecular cluster, C39H72O20S3 overall at a distorted geometry, from the OMol25 dataset.

Properties
Kohn-Sham gap = 9.332 eV
HOMO = -9.3 eV
SMILES = C[C@H]1COC(=O)O1.C[C@H]1COC(=O)O1.C[C@H]1COC(=O)O1.O=S1(=O)CCCC1.O=S1(=O)CCCC1.O=S1(=O)CCCC1.CC(C)=O.CC(C)=O.CC(C)=O.CC(C)=O.CC(C)=O
calculated total energy = -4228.4170 Eh

```
! RIJCOSX wB97M-V def2-TZVPD def2/J DEFGRID3
* xyz 0 1
C 8.131 -4.145 -7.554
C 7.381 -4.121 -6.197
C 8.076 -3.210 -5.096
O 7.088 -2.317 -4.733
C 6.004 -2.438 -5.494
O 4.908 -1.775 -5.483
O 6.204 -3.416 -6.421
H 9.210 -4.210 -7.412
H 7.944 -3.211 -8.082
H 7.766 -4.889 -8.262
H 7.205 -5.145 -5.867
H 9.045 -2.876 -5.467
H 8.473 -3.756 -4.241
C 6.102 -1.298 1.757
C 7.278 -0.278 1.697
C 7.214 0.554 0.459
O 7.057 1.911 0.891
C 7.121 1.929 2.205
O 7.164 2.856 2.966
O 6.987 0.688 2.678
H 5.162 -0.757 1.645
H 6.119 -1.917 2.654
H 6.122 -2.045 0.964
H 8.212 -0.717 2.048
H 6.324 0.326 -0.128
H 8.130 0.408 -0.113
C -4.759 -9.217 -1.800
C -5.055 -7.782 -2.312
C -6.580 -7.421 -2.506
O -6.824 -6.305 -1.759
C -5.701 -5.995 -1.134
O -5.572 -4.971 -0.416
O -4.730 -6.867 -1.361
H -3.684 -9.378 -1.713
H -5.239 -9.924 -2.476
H -5.210 -9.405 -0.826
H -4.425 -7.578 -3.178
H -7.202 -8.268 -2.215
H -6.863 -7.262 -3.546
O 4.702 10.128 1.070
S 3.582 9.379 0.519
O 2.210 9.935 0.505
C 4.041 8.784 -1.222
C 3.981 7.296 -1.249
C 3.169 6.731 -0.030
C 3.616 7.658 1.169
H 5.073 9.084 -1.403
H 3.359 9.248 -1.935
H 3.785 6.854 -2.226
H 4.978 6.902 -1.049
H 3.283 5.664 0.165
H 2.096 6.834 -0.191
H 4.630 7.342 1.416
H 3.113 7.585 2.133
O 0.622 4.706 4.827
S 0.940 4.000 6.061
O -0.025 3.071 6.651
C 2.557 3.145 5.772
C 3.469 3.631 6.965
C 3.002 5.066 7.315
C 1.535 5.054 7.415
H 2.960 3.421 4.798
H 2.289 2.089 5.763
H 3.303 3.029 7.858
H 4.496 3.520 6.619
H 3.237 5.777 6.524
H 3.434 5.491 8.221
H 0.977 5.989 7.472
H 1.387 4.433 8.299
O 1.123 0.930 0.410
S -0.066 0.992 -0.448
O -0.187 2.119 -1.354
C -0.112 -0.528 -1.497
C -1.538 -1.083 -1.237
C -1.860 -0.734 0.235
C -1.637 0.679 0.545
H 0.579 -1.267 -1.092
H 0.122 -0.350 -2.547
H -2.173 -0.503 -1.907
H -1.598 -2.141 -1.491
H -1.127 -1.243 0.861
H -2.884 -0.987 0.509
H -1.442 0.877 1.599
H -2.436 1.228 0.046
C -1.054 7.331 -3.816
C -2.569 7.361 -3.566
C -3.218 6.503 -2.506
O -3.341 8.087 -4.276
H -0.576 7.933 -3.044
H -0.798 7.789 -4.771
H -0.847 6.263 -3.748
H -2.667 6.547 -1.567
H -3.203 5.442 -2.755
H -4.211 6.883 -2.266
C -2.505 -3.813 -7.405
C -1.029 -3.741 -7.788
C -0.215 -2.474 -7.575
O -0.521 -4.637 -8.337
H -2.787 -4.577 -8.129
H -3.053 -2.883 -7.554
H -2.765 -4.195 -6.417
H 0.831 -2.633 -7.837
H -0.349 -2.172 -6.537
H -0.702 -1.755 -8.234
C -5.015 -1.120 6.233
C -5.396 -2.587 6.279
C -5.849 -3.240 5.029
O -5.365 -3.242 7.368
H -5.480 -0.661 7.105
H -5.544 -0.657 5.399
H -3.940 -0.945 6.201
H -6.914 -3.031 4.930
H -5.766 -4.326 4.978
H -5.399 -2.881 4.103
C -8.178 0.769 1.971
C -7.504 2.113 2.043
C -8.257 3.376 1.555
O -6.375 2.184 2.395
H -7.417 0.049 2.273
H -8.642 0.495 1.023
H -8.936 0.667 2.747
H -9.239 3.436 2.023
H -8.323 3.295 0.470
H -7.661 4.269 1.748
C -1.125 -6.083 2.260
C -1.554 -7.551 2.459
C -2.797 -7.823 3.298
O -0.814 -8.472 2.123
H -1.690 -5.328 2.806
H -0.995 -5.857 1.202
H -0.098 -6.001 2.614
H -3.014 -6.961 3.928
H -2.638 -8.724 3.892
H -3.639 -8.034 2.640
*
```

# 2
The following is a quantum chemistry calculation of a single C17H33NO molecule, from the OMol25 dataset.

Properties
Kohn-Sham gap = 10.306 eV
HOMO = -9.5 eV
SMILES = CCCCCCCCCCCCC[C@H]1CCC(=O)N1
calculated total energy = -797.5612 Eh

```
! RIJCOSX wB97M-V def2-TZVPD def2/J DEFGRID3
* xyz 0 1
C 0.128 -0.489 3.920
C 1.007 -1.114 2.817
C 0.711 -2.592 2.486
C 0.523 -2.913 0.993
C -0.926 -2.800 0.518
C -1.579 -1.449 0.795
C -2.928 -1.264 0.105
C -3.543 0.127 0.344
C -3.281 1.164 -0.771
C -2.240 2.251 -0.436
C -0.896 2.020 -1.139
C 0.262 2.779 -0.497
C 1.581 2.685 -1.267
C 2.055 1.249 -1.509
C 1.824 0.660 -2.915
C 3.029 -0.264 -3.159
C 3.939 -0.040 -1.974
O 4.884 -0.714 -1.624
N 3.513 1.106 -1.336
H -0.532 0.286 3.522
H -0.510 -1.243 4.390
H 0.723 -0.033 4.715
H 0.898 -0.526 1.902
H 2.058 -1.021 3.104
H 1.519 -3.219 2.876
H -0.193 -2.903 3.024
H 0.879 -3.931 0.807
H 1.151 -2.250 0.385
H -0.965 -2.972 -0.566
H -1.515 -3.603 0.978
H -0.894 -0.652 0.465
H -1.721 -1.305 1.873
H -2.797 -1.415 -0.975
H -3.610 -2.052 0.443
H -4.620 0.038 0.502
H -3.135 0.513 1.286
H -4.227 1.632 -1.054
H -2.935 0.636 -1.667
H -2.077 2.291 0.647
H -2.616 3.240 -0.720
H -0.987 2.326 -2.191
H -0.680 0.945 -1.154
H 0.409 2.425 0.532
H -0.022 3.836 -0.417
H 1.482 3.206 -2.226
H 2.357 3.216 -0.707
H 1.550 0.595 -0.784
H 1.809 1.467 -3.650
H 0.868 0.138 -2.962
H 3.587 0.056 -4.044
H 2.806 -1.323 -3.289
H 3.876 1.195 -0.395
*
```

# 3
The following is a quantum chemistry calculation of C23H33CaCl2F2KMgN2O8 as an isolated structure at a distorted geometry, from the OMol25 dataset.

Properties
Kohn-Sham gap = 1.666 eV
HOMO = -10.3 eV
calculated total energy = -4204.3877 Eh

```
! RIJCOSX wB97M-V def2-TZVPD def2/J DEFGRID3
* xyz 2 1
C 5.802 -3.549 1.267
C 4.488 -2.906 0.685
O 4.030 -3.382 -0.322
O 3.870 -1.825 1.405
C 4.235 -0.564 0.933
O 5.334 -0.131 1.142
C 3.171 0.332 0.169
N 1.773 -0.109 0.543
C 1.331 -1.156 -0.450
C 0.447 -2.293 0.141
C -0.971 -2.458 -0.368
C -1.821 -3.536 0.127
C -1.342 -4.606 1.202
C -2.213 -5.850 1.760
C 0.078 -4.388 1.709
C 0.913 -3.286 1.182
H 6.717 -3.095 0.797
H 5.763 -3.334 2.379
H 5.786 -4.695 1.171
H 3.364 0.267 -0.938
H 3.393 1.390 0.499
H 1.696 -0.390 1.528
H 1.177 0.743 0.444
H 2.245 -1.587 -0.943
H 0.733 -0.636 -1.256
H -1.307 -1.706 -1.133
H -2.880 -3.608 -0.285
H -2.253 -5.768 2.885
H -1.747 -6.864 1.553
H -3.269 -5.906 1.328
H 0.429 -5.113 2.488
H 1.948 -3.224 1.601
F -0.596 0.542 0.376
F 5.023 -5.800 2.326
O -2.853 2.817 3.514
C -2.049 2.032 3.948
O -1.813 0.882 3.283
C -0.735 -0.007 3.573
C -1.119 -1.017 4.633
C -1.369 2.264 5.276
H 0.173 0.546 3.832
H -0.521 -0.534 2.639
H -1.343 -0.533 5.586
H -0.309 -1.734 4.791
H -2.017 -1.561 4.336
H -1.955 1.809 6.057
H -1.322 3.340 5.449
H -0.346 1.906 5.303
Mg -1.765 1.699 -1.182
Cl -2.662 -3.333 2.515
Cl -0.685 1.236 7.571
C -3.078 6.403 -0.721
O -2.067 5.999 -1.641
H -3.933 5.737 -0.826
H -2.696 6.342 0.301
H -3.390 7.426 -0.939
H -1.323 6.602 -1.530
K -4.308 -4.352 -0.462
Ca 1.276 0.106 8.677
C -0.369 4.625 -6.055
C -1.706 4.243 -6.056
C -2.127 3.185 -6.851
C -1.199 2.514 -7.637
C 0.137 2.893 -7.649
C 0.550 3.955 -6.854
N -1.636 1.379 -8.458
O -2.819 1.086 -8.436
O -0.791 0.793 -9.109
H -0.043 5.448 -5.429
H -2.421 4.769 -5.433
H -3.170 2.895 -6.844
H 0.862 2.376 -8.265
H 1.591 4.257 -6.853
*
```

# 4
The following is a quantum chemistry calculation of C4H4Br2O2 as an isolated structure at a distorted geometry, from the OMol25 dataset.

Properties
Kohn-Sham gap = 8.483 eV
HOMO = -8.5 eV
calculated total energy = -5453.2267 Eh

```
! RIJCOSX wB97M-V def2-TZVPD def2/J DEFGRID3
* xyz 0 1
C -0.169 -2.158 -2.009
C -0.106 -0.854 -2.160
C -0.282 1.028 0.714
C 0.520 1.390 1.964
O -0.055 0.083 0.014
O -0.123 0.263 -2.430
Br 0.994 -3.002 -0.744
Br -1.681 -3.134 -2.419
H -1.108 1.822 0.570
H 0.089 2.370 2.347
H 1.561 1.622 1.647
H 0.361 0.569 2.505
*
```

# 5
The following is a quantum chemistry calculation of C3H4N2O as an isolated structure at a distorted geometry, from the OMol25 dataset.

Properties
Kohn-Sham gap (alpha / beta) = 9.730 / 9.730 eV
HOMO (alpha / beta) = -10.0 / -10.0 eV
calculated total energy = -301.3381 Eh

```
! RIJCOSX wB97M-V def2-TZVPD def2/J DEFGRID3
* xyz 0 1
C -1.392 0.060 0.059
C -0.151 -0.563 0.577
N 0.732 0.257 1.101
C 1.590 0.348 0.054
N 1.326 -0.427 -0.975
O 0.325 -1.258 -0.484
H -1.835 0.818 0.705
H -2.099 -0.609 -0.423
H -0.709 0.484 -0.786
H 2.375 1.086 -0.003
*
```

# 6
The following is a quantum chemistry calculation of a 2-piece molecular cluster, C5H13N overall at a distorted geometry, from the OMol25 dataset.

Properties
Kohn-Sham gap = 9.725 eV
HOMO = -8.6 eV
SMILES = C=CC.CNC
calculated total energy = -252.9579 Eh

```
! RIJCOSX wB97M-V def2-TZVPD def2/J DEFGRID3
* xyz 0 1
C -3.078 -1.160 -0.155
C -2.424 -1.169 -1.262
C -1.622 0.014 -1.825
H -3.832 -1.809 0.228
H -2.950 -0.334 0.522
H -2.421 -2.002 -1.957
H -2.233 0.935 -1.775
H -0.753 0.176 -1.100
H -1.138 -0.346 -2.717
C 3.180 0.026 1.058
N 1.955 0.398 0.253
C 0.984 1.313 1.109
H 2.913 -0.810 1.776
H 3.896 -0.354 0.459
H 3.529 0.949 1.467
H 1.568 -0.484 -0.150
H 0.079 0.727 1.515
H 0.808 2.233 0.603
H 1.537 1.696 1.950
*
```